# 1
{
  "formula": "C16H22ClEuO",
  "method": "wB97M-V/def2-TZVPD",
  "s2": 12.01,
  "multiplicity": 7,
  "e_lumo_ev": [4.78, 4.78],
  "total_charge": -2,
  "homo_energy_ev": [2.4, 2.4],
  "symbols": ["Eu", "C", "C", "C", "H", "C", "C", "H", "H", "H", "H", "C", "C", "C", "H", "C", "C", "H", "H", "H", "H", "O", "C", "C", "C", "C", "C", "H", "H", "H", "H", "H", "H", "H", "H", "H", "H", "Cl", "C", "H", "H"],
  "xyz": [[-0.61, -1.18, 0.06], [-2.82, -2.15, 0.22], [-2.30, -2.15, 1.53], [-2.13, -0.82, 1.93], [-2.02, -3.02, 2.09], [-2.54, 0.02, 0.88], [-2.98, -0.80, -0.18], [-3.36, -0.46, -1.12], [-3.04, -3.02, -0.37], [-1.67, -0.49, 2.85], [-2.49, 1.09, 0.87], [0.13, -2.50, -1.84], [-1.02, -1.82, -2.25], [-0.74, -0.43, -2.20], [-1.96, -2.26, -2.51], [0.61, -0.27, -1.83], [1.14, -1.54, -1.58], [2.12, -1.76, -1.20], [0.22, -3.56, -1.70], [-1.43, 0.37, -2.44], [1.10, 0.67, -1.67], [0.25, 0.20, 0.91], [1.31, 2.87, 0.04], [1.72, 2.10, 1.24], [0.02, 3.60, 0.04], [2.30, 3.12, -1.04], [1.59, 0.58, 1.07], [1.12, 2.38, 2.11], [2.76, 2.30, 1.49], [2.21, 0.25, 0.23], [1.97, 0.07, 1.96], [0.10, 4.58, 0.54], [-0.74, 3.04, 0.59], [-0.35, 3.79, -0.96], [2.93, 3.99, -0.83], [1.82, 3.31, -2.00], [2.99, 2.28, -1.17], [2.41, -2.73, 1.33], [0.64, -2.92, 1.40], [0.36, -3.92, 1.02], [0.33, -2.84, 2.46]]
}

---

# 2
{
  "formula": "C38H24BF4N5S2Tl",
  "method": "wB97M-V/def2-TZVPD",
  "e_above_lowest_kcal_mol": 22.3,
  "multiplicity": 1,
  "e_lumo_ev": 1.39,
  "total_charge": -1,
  "homo_energy_ev": -3.5,
  "symbols": ["Tl", "C", "C", "N", "C", "C", "C", "C", "C", "C", "C", "N", "C", "C", "C", "C", "C", "C", "C", "C", "N", "C", "H", "H", "H", "H", "H", "H", "H", "H", "H", "H", "H", "H", "S", "C", "C", "C", "C", "C", "C", "N", "C", "C", "C", "C", "C", "C", "C", "C", "N", "C", "C", "C", "C", "C", "S", "C", "H", "H", "H", "H", "H", "H", "H", "H", "H", "H", "H", "H", "F", "B", "F", "F", "F"],
  "xyz": [[0.44, 0.96, -0.94], [4.95, 2.34, -0.99], [3.81, 1.85, -1.68], [2.68, 2.58, -1.69], [2.48, 3.54, -0.78], [3.58, 4.04, 0.00], [4.86, 3.37, -0.07], [3.36, 5.22, 0.81], [2.14, 5.84, 0.74], [1.02, 5.23, 0.14], [1.16, 4.15, -0.73], [0.21, 3.58, -1.48], [-1.11, 3.99, -1.39], [-1.79, 4.17, -2.57], [-3.24, 4.46, -2.62], [-3.95, 4.71, -1.52], [-3.24, 4.48, -0.29], [-4.06, 4.27, 0.84], [-3.57, 3.73, 1.97], [-2.27, 3.18, 1.91], [-1.45, 3.56, 0.93], [-1.92, 4.02, -0.19], [5.95, 1.87, -1.25], [3.76, 1.00, -2.38], [5.69, 3.56, 0.66], [4.06, 5.50, 1.59], [1.99, 6.90, 1.08], [0.05, 5.72, 0.30], [-1.26, 3.97, -3.48], [-3.69, 4.56, -3.66], [-5.00, 5.00, -1.50], [-5.02, 4.79, 0.72], [-4.24, 3.45, 2.78], [-1.79, 2.67, 2.75], [-3.32, -1.21, -3.85], [-4.91, -1.47, -4.55], [-5.57, -2.52, -3.99], [-4.75, -3.13, -2.99], [-3.45, -2.56, -2.79], [-2.45, -2.94, -1.80], [-1.11, -2.48, -1.84], [-0.19, -2.77, -0.93], [-0.39, -3.62, 0.06], [-1.72, -4.18, 0.19], [-2.04, -5.01, 1.28], [-1.09, -5.24, 2.29], [0.20, -4.67, 2.24], [1.09, -4.69, 3.26], [2.34, -4.05, 3.09], [2.63, -3.41, 1.85], [1.72, -3.27, 0.91], [0.57, -3.87, 1.09], [3.30, -4.28, 4.12], [4.24, -3.44, 4.71], [4.92, -3.96, 5.79], [4.43, -5.20, 6.06], [3.20, -5.73, 4.98], [-2.63, -3.89, -0.84], [-5.20, -0.84, -5.42], [-6.54, -2.83, -4.17], [-5.00, -3.99, -2.39], [-0.81, -1.81, -2.61], [-3.00, -5.51, 1.39], [-1.36, -5.96, 3.07], [0.83, -5.13, 4.22], [3.55, -2.95, 1.62], [4.44, -2.48, 4.22], [5.71, -3.49, 6.28], [4.79, -5.97, 6.70], [-3.55, -4.45, -0.90], [0.63, -1.00, -4.06], [1.32, 0.14, -3.71], [2.03, 0.71, -4.81], [2.20, -0.16, -2.59], [0.31, 1.05, -3.23]]
}

---

# 3
{
  "formula": "CH5N3O",
  "method": "wB97M-V/def2-TZVPD",
  "e_above_lowest_kcal_mol": 81.1,
  "multiplicity": 1,
  "e_lumo_ev": 0.68,
  "smiles": "[H]/N=C(/N)NO",
  "homo_energy_ev": -9.6,
  "symbols": ["C", "H", "H", "H", "H", "H", "N", "N", "N", "O"],
  "xyz": [[0.45, 0.00, 0.18], [0.86, -1.84, 0.56], [0.31, -1.32, -1.11], [0.80, 1.52, 1.24], [-0.57, 1.68, -0.17], [-1.68, -0.21, -0.06], [0.26, -1.24, -0.17], [1.21, 0.48, 1.22], [-0.25, 0.84, -0.81], [-1.40, 0.09, -0.87]]
}

---

# 4
{
  "formula": "C3H7ClNO",
  "method": "wB97M-V/def2-TZVPD",
  "e_above_lowest_kcal_mol": 86.0,
  "multiplicity": 1,
  "e_lumo_ev": 3.75,
  "total_charge": -1,
  "homo_energy_ev": -4.3,
  "symbols": ["C", "C", "C", "N", "O", "Cl", "H", "H", "H", "H", "H", "H", "H"],
  "xyz": [[-0.51, -0.34, 1.22], [-0.82, 1.21, -0.71], [-0.21, -0.08, -0.18], [0.92, -0.51, -0.84], [1.23, -0.07, -2.00], [2.37, -2.48, 1.14], [-0.83, 0.61, 1.78], [-1.17, -1.09, 1.26], [0.35, -0.72, 1.61], [-0.96, 1.31, -1.87], [-0.22, 2.06, -0.60], [-1.80, 1.32, -0.32], [1.64, -1.21, -0.50]]
}

---

# 5
{
  "formula": "C14H8Cl2MnN2O4S2",
  "method": "wB97M-V/def2-TZVPD",
  "s2": 8.76,
  "multiplicity": 6,
  "e_lumo_ev": [4.62, 4.62],
  "total_charge": -2,
  "homo_energy_ev": [-1.4, -1.7],
  "symbols": ["Mn", "C", "C", "O", "C", "C", "C", "C", "C", "C", "O", "H", "H", "H", "H", "H", "H", "H", "S", "C", "C", "N", "C", "S", "C", "N", "Cl", "C", "Cl", "C", "O", "O", "H"],
  "xyz": [[-1.15, -0.13, -0.67], [3.04, 1.07, -0.14], [1.54, 1.14, 0.11], [0.76, 0.85, -0.84], [1.00, 1.62, 1.38], [1.85, 1.98, 2.44], [1.42, 2.43, 3.63], [0.04, 2.61, 3.84], [-0.82, 2.31, 2.82], [-0.40, 1.74, 1.57], [-1.31, 1.43, 0.74], [3.10, 0.66, -1.19], [3.43, 0.32, 0.52], [3.47, 2.07, -0.03], [2.94, 1.86, 2.31], [2.13, 2.67, 4.43], [-0.33, 2.98, 4.77], [-1.88, 2.47, 2.92], [-3.53, -0.32, -1.30], [-3.42, -0.90, -2.94], [-4.62, -0.91, -3.71], [-5.54, -0.94, -4.40], [-2.27, -1.26, -3.59], [-0.65, -0.91, -3.02], [-2.33, -1.76, -4.95], [-2.36, -2.26, -5.99], [2.80, -2.60, -0.20], [1.07, -3.15, -0.29], [1.06, -4.95, -0.44], [0.26, -2.59, 0.91], [0.21, -3.29, 1.92], [-0.23, -1.42, 0.71], [0.73, -2.81, -1.30]]
}

---

no.,strongest force on any atom (eV Å⁻¹)
1,7.6
2,3.6
3,8.1
4,4.9
5,2.4